# C33H63CrF3NO27

A molecular structure, C33H63CrF3NO27 in a non-equilibrium geometry (ωB97M-V/def2-TZVPD, OMol25).

Calculated values
total charge	+1
electronic energy	-4725.33980	hartree
spin multiplicity	5
frontier orbital gap (alpha / beta)	7.66 / 7.52	eV
⟨S²⟩	6.007

```
128
Properties=species:S:1:pos:R:3:lowdin_spin:R:1
Cr -1.69457 2.22029 -2.70987 3.78
C 0.60593 -0.97491 -0.46132 0.00
C 0.65627 0.44086 -1.05720 0.01
C 1.91413 0.63675 -1.90097 0.00
O -0.55201 0.83853 -1.58289 0.06
H 1.54241 -1.26480 0.01772 0.00
H 0.43000 -1.66276 -1.28706 0.00
H -0.17842 -1.00975 0.29401 0.00
H 0.86638 1.14405 -0.22078 0.00
H 2.80759 0.30727 -1.36832 0.00
H 1.99374 1.65601 -2.27785 0.00
H 1.90668 -0.01866 -2.78608 0.00
C -1.85800 -3.18320 1.34972 0.00
C -2.88760 -4.28531 1.37145 0.00
O -2.91046 -4.83982 2.69932 0.00
C -2.16124 -5.87523 3.00622 0.00
O -1.46901 -6.50105 2.26358 0.00
C -2.28813 -6.28118 4.50010 0.00
F -3.30192 -7.14095 4.68696 0.00
F -1.18434 -6.88227 4.90934 0.00
F -2.53251 -5.19447 5.23702 0.00
H -1.70922 -2.74744 0.35947 0.00
H -0.87090 -3.53349 1.65173 0.00
H -2.11161 -2.33348 1.98870 0.00
H -2.70214 -5.06402 0.63530 0.00
H -3.87851 -3.84373 1.27849 0.00
C 2.47202 0.41590 2.77860 0.00
O 3.29311 1.41633 2.20093 0.00
C 3.12847 2.71410 2.44754 0.00
O 3.97742 3.51778 2.27538 0.00
O 1.84116 2.96595 2.72997 0.00
C 1.50486 4.24585 3.22933 0.00
H 2.64891 -0.47025 2.17556 0.00
H 1.39444 0.58413 2.70760 0.00
H 2.75666 0.27524 3.82032 0.00
H 2.29735 4.81807 3.70536 0.00
H 0.61965 4.26363 3.86655 0.00
H 1.13342 4.86713 2.40467 0.00
C -1.68935 -1.91502 -3.22342 0.00
O -2.15233 -1.65125 -4.54424 0.00
C -2.33081 -0.39591 -4.86328 0.00
O -2.07848 0.52584 -4.11773 0.02
O -2.77235 -0.34089 -6.09170 0.00
C -2.81884 0.93634 -6.73802 0.00
H -1.78598 -2.99293 -3.10257 0.00
H -2.21447 -1.35544 -2.45923 0.00
H -0.62458 -1.72052 -3.08877 0.00
H -2.04522 1.59713 -6.34284 0.00
H -3.79252 1.38119 -6.54803 0.00
H -2.62404 0.84279 -7.80099 0.00
C -3.38549 -0.30371 0.12243 0.00
O -4.39827 0.66979 0.07275 0.00
C -4.41738 1.54988 -0.88321 0.01
O -3.49096 1.78185 -1.63886 0.03
O -5.59390 2.11033 -0.91543 0.00
C -5.79474 3.32499 -1.64186 0.00
H -2.42610 0.15503 0.39224 0.00
H -3.11658 -0.67318 -0.86923 0.00
H -3.59782 -1.11176 0.81051 0.00
H -5.81615 3.14442 -2.71705 0.00
H -4.98166 4.00013 -1.38308 0.00
H -6.76688 3.68426 -1.32130 0.00
C 1.04128 0.84210 -5.40832 0.00
O 1.06075 2.18307 -5.90265 0.00
C 0.65468 3.14855 -5.11297 0.00
O 0.23844 3.04002 -3.97521 0.03
O 0.79128 4.28222 -5.77207 0.00
C 0.31878 5.48686 -5.18294 0.00
H 1.33252 0.24478 -6.26807 0.00
H 0.09458 0.56488 -4.95055 0.00
H 1.82063 0.72779 -4.65284 0.00
H 1.07377 6.25301 -5.34437 0.00
H 0.17544 5.47817 -4.10170 0.00
H -0.62234 5.77933 -5.64323 0.00
C -1.34708 2.22964 2.10216 0.00
O -2.70676 2.61714 2.01545 0.00
C -3.08008 3.69466 2.73307 0.00
O -2.41748 4.24068 3.56643 0.00
O -4.34515 3.93360 2.38854 0.00
C -5.00235 5.02195 3.06230 0.00
H -0.95512 2.14443 3.11315 0.00
H -0.68815 2.95175 1.60458 0.00
H -1.17525 1.35092 1.48463 0.00
H -6.05867 4.78771 2.96622 0.00
H -4.77261 5.96938 2.57731 0.00
H -4.69992 5.03878 4.10694 0.00
C 1.50448 4.01544 -0.83825 0.00
O 0.46709 4.98121 -0.57299 0.00
C -0.77092 4.68446 -0.86816 0.01
O -1.13509 3.62078 -1.34798 0.02
O -1.53540 5.64507 -0.41858 0.00
C -2.92248 5.69088 -0.71035 0.00
H 2.44665 4.45299 -0.52337 0.00
H 1.49741 3.73426 -1.88755 0.00
H 1.33158 3.15406 -0.19041 0.00
H -3.27019 4.65578 -0.76990 0.00
H -3.20440 6.25247 -1.59745 0.00
H -3.44581 6.09971 0.15163 0.00
C 6.70715 -2.66824 4.15234 0.00
O 5.94153 -2.03043 3.11893 0.00
C 6.23109 -2.33004 1.86102 0.00
O 7.00514 -3.16095 1.47255 0.00
O 5.44256 -1.55925 1.10182 0.00
C 5.54415 -1.78020 -0.30975 0.00
H 6.08210 -3.36701 4.70399 0.00
H 7.00232 -1.83455 4.78993 0.00
H 7.58710 -3.16836 3.75776 0.00
H 5.01640 -2.69938 -0.57462 0.00
H 6.58554 -1.75869 -0.61593 0.00
H 4.94068 -0.97315 -0.72623 0.00
C 2.08837 -6.43280 5.71844 0.00
O 1.72182 -5.51939 4.70814 0.00
C 2.58301 -5.15316 3.78545 0.00
O 3.73888 -5.45179 3.70504 0.00
O 1.92486 -4.34364 2.95178 0.00
C 2.66467 -3.74646 1.90331 0.00
H 2.16675 -7.43550 5.29311 0.00
H 1.34905 -6.40143 6.51091 0.00
H 3.07252 -6.23755 6.15062 0.00
H 3.27652 -2.97308 2.36319 0.00
H 2.00059 -3.30242 1.16113 0.00
H 3.25717 -4.37829 1.23784 0.00
C 1.92559 -4.71656 -2.72922 0.00
C 1.00403 -4.43586 -1.61507 0.00
N 0.28134 -4.21386 -0.75249 0.00
H 2.65685 -5.44343 -2.38372 0.00
H 2.40042 -3.80686 -3.08727 0.00
H 1.32254 -5.14066 -3.53124 0.00
```